A structure of composition CH3EuMgO2. Source: the Open Molecules 2025 dataset; level of theory: the ωB97M-V functional and the def2-TZVPD basis.

Positions of all 8 atoms, in Å:
1 O 3.503 -0.492 -0.014
2 Eu 1.488 0.423 -0.146
3 O -0.745 0.784 -0.015
4 C -2.034 0.291 -0.005
5 Mg 5.071 -1.434 0.166
6 H -2.120 -0.703 -0.488
7 H -2.415 0.172 1.029
8 H -2.748 0.959 -0.528

The net charge is +1. The energy comes out at -1100.50883 Ha. The calculation puts the LUMO energy (alpha / beta) at -6.53 / -6.79 eV. The gap between HOMO and LUMO (alpha / beta) is 4.09 / 4.28 eV. Its energy above the lowest of the compared OMol25 structures with the same formula, charge and spin is 10.9 kcal/mol. Its multiplicity is 8.


The molecule C5H8O. Source: the Open Molecules 2025 dataset; level of theory: the ωB97M-V functional and the def2-TZVPD basis.

Positions of all 14 atoms, in Å:
1 C -2.250 0.088 0.413
2 C -1.245 -0.567 0.590
3 C 0.043 0.019 0.018
4 C 1.135 -0.125 1.047
5 C 0.286 -0.659 -1.319
6 O -0.097 1.407 -0.316
7 H -2.921 0.836 0.079
8 H 0.798 0.345 1.980
9 H 1.306 -1.182 1.252
10 H 2.041 0.369 0.695
11 H -0.528 -0.404 -2.006
12 H 0.298 -1.742 -1.187
13 H 1.227 -0.308 -1.748
14 H -0.094 1.923 0.503

As for the structure (SMILES): C#CC(C)(C)O. The net charge is 0. The energy comes out at -270.42971 Ha. The calculation puts the LUMO energy at 0.59 eV. The gap between HOMO and LUMO is 10.59 eV. Its energy above the lowest of the compared OMol25 structures with the same formula, charge and spin is 80.4 kcal/mol.


A structure of composition C30H44N2PS2. Source: the Open Molecules 2025 dataset; level of theory: the ωB97M-V functional and the def2-TZVPD basis.

Positions of all 79 atoms, in Å:
1 C -3.787 -1.833 -1.801
2 C -3.347 -1.495 -0.381
3 C -4.022 -2.436 0.613
4 C -3.632 -0.001 -0.071
5 C -4.948 0.397 0.135
6 C -5.251 1.738 0.399
7 C -4.212 2.673 0.454
8 C -2.882 2.290 0.218
9 C -1.808 3.368 0.263
10 C -1.954 4.268 1.500
11 C -1.856 4.210 -1.016
12 C -2.584 0.942 -0.064
13 N -1.245 0.463 -0.451
14 P 0.002 -0.202 0.559
15 H 0.002 -2.040 0.086
16 N 1.244 0.463 -0.455
17 C 2.585 0.944 -0.074
18 C 3.632 0.000 -0.085
19 C 3.348 -1.495 -0.394
20 C 4.026 -2.435 0.597
21 C 3.782 -1.833 -1.815
22 C 4.951 0.396 0.116
23 C 5.255 1.740 0.380
24 C 4.211 2.674 0.439
25 C 2.882 2.292 0.207
26 C 1.809 3.368 0.255
27 C 1.852 4.209 -1.024
28 C 1.960 4.269 1.491
29 C 0.689 1.052 -1.614
30 C -0.695 1.051 -1.611
31 H -3.388 -1.108 -2.509
32 H -3.422 -2.818 -2.107
33 H -4.885 -1.771 -1.893
34 H -2.262 -1.644 -0.296
35 H -3.651 -2.245 1.622
36 H -5.095 -2.252 0.637
37 H -3.794 -3.492 0.368
38 H -5.718 -0.380 0.054
39 H -6.297 2.036 0.572
40 H -4.425 3.737 0.608
41 H -0.837 2.867 0.311
42 H -2.018 3.660 2.419
43 H -1.058 4.905 1.606
44 H -2.859 4.894 1.401
45 H -1.711 3.591 -1.908
46 H -2.847 4.688 -1.086
47 H -1.091 4.996 -0.990
48 H 2.262 -1.644 -0.305
49 H 3.657 -2.246 1.608
50 H 3.799 -3.492 0.352
51 H 5.099 -2.250 0.620
52 H 3.381 -1.107 -2.522
53 H 4.880 -1.771 -1.911
54 H 3.416 -2.817 -2.120
55 H 5.718 -0.377 0.032
56 H 6.298 2.038 0.549
57 H 4.426 3.739 0.592
58 H 0.838 2.867 0.307
59 H 1.703 3.590 -1.915
60 H 1.087 4.996 -0.996
61 H 2.843 4.687 -1.098
62 H 2.028 3.661 2.411
63 H 2.864 4.896 1.387
64 H 1.063 4.906 1.601
65 H 1.324 1.404 -2.393
66 H -1.333 1.403 -2.388
67 C -0.001 -6.579 0.620
68 C -1.273 -5.771 0.941
69 S -1.405 -4.210 -0.011
70 C 0.000 -3.163 0.413
71 S 1.407 -4.208 -0.006
72 C 1.273 -5.770 0.943
73 H -0.001 -7.506 1.193
74 H 0.002 -6.941 -0.394
75 H -2.143 -6.394 0.571
76 H -1.362 -5.577 2.021
77 H -0.003 -3.096 1.632
78 H 1.360 -5.579 2.025
79 H 2.143 -6.394 0.577

The net charge is +1. The energy comes out at -2416.50300 Ha. The calculation puts the LUMO energy at -4.66 eV. The gap between HOMO and LUMO is 5.77 eV.